Record 1
Entry from the Open Molecules 2025 dataset: one molecule with the formula C5H8O2 in a non-equilibrium geometry (the ωB97M-V functional and the def2-TZVPD basis).

Structure (XYZ):
```
15
Properties=species:S:1:pos:R:3:mulliken_charge:R:1
O 1.304 0.690 -0.834 -0.612
C 0.422 1.472 -0.032 -0.597
C -0.442 0.430 0.638 0.024
C 0.402 -0.827 1.020 -0.660
C -0.110 -1.394 -0.260 0.460
O 0.145 -2.377 -0.913 -0.618
C -1.163 -0.368 -0.471 -0.651
H 1.379 0.414 -1.814 0.348
H 1.112 1.974 0.667 0.298
H -0.177 2.202 -0.592 0.329
H -1.069 0.830 1.423 0.516
H 1.492 -0.814 1.047 0.279
H 0.042 -1.417 1.866 0.311
H -1.199 -0.010 -1.502 0.262
H -2.136 -0.805 -0.241 0.311
```

Summary:
2S+1 = 1
E_HOMO = -9.30 eV
Gap between HOMO and LUMO = 10.068 eV
Energy = -345.72995 a.u.
SMILES = O=C1CC(CO)C1
Total charge = 0

Record 2
Entry from the Open Molecules 2025 dataset: C5H19Li3N8O5 as an isolated structure in a non-equilibrium geometry (the ωB97M-V functional and the def2-TZVPD basis).

Structure (XYZ):
```
40
Properties=species:S:1:pos:R:3:mulliken_charge:R:1
Li 20.294 -28.247 -7.847 0.973
Li 16.540 -26.794 -11.237 0.871
Li 17.945 -30.297 -14.379 0.920
C 21.615 -27.200 -12.549 -0.540
O 20.623 -27.976 -11.937 -0.847
H 21.422 -26.166 -12.834 0.227
H 22.450 -27.034 -11.869 0.197
H 21.908 -27.595 -13.522 0.187
C 15.335 -29.637 -6.458 0.644
O 16.052 -28.823 -7.132 -0.765
N 14.207 -29.182 -5.985 -0.372
N 15.691 -30.840 -6.127 -0.358
H 14.132 -28.175 -5.949 0.215
H 13.451 -29.710 -5.574 0.188
H 16.508 -31.209 -6.593 0.234
H 14.902 -31.408 -5.854 0.219
C 25.793 -31.858 -17.000 0.666
O 26.567 -32.739 -16.675 -0.631
N 25.557 -30.822 -16.221 -0.395
N 25.470 -31.586 -18.229 -0.386
H 25.914 -30.836 -15.276 0.204
H 25.030 -30.022 -16.542 0.151
H 25.818 -32.160 -18.984 0.230
H 25.114 -30.656 -18.402 0.161
C 21.266 -23.332 -7.163 0.668
O 21.049 -24.458 -6.818 -0.707
N 20.235 -22.538 -7.376 -0.405
N 22.423 -22.886 -7.514 -0.352
H 20.348 -21.561 -7.602 0.192
H 19.367 -22.941 -7.052 0.217
H 22.458 -21.949 -7.891 0.179
H 23.249 -23.467 -7.534 0.215
C 22.064 -19.754 -13.086 0.629
O 22.626 -19.510 -12.020 -0.659
N 21.025 -19.117 -13.447 -0.343
N 22.576 -20.363 -14.129 -0.378
H 20.619 -18.322 -12.974 0.213
H 20.584 -19.608 -14.211 0.145
H 21.941 -20.472 -14.906 0.159
H 23.267 -21.092 -14.023 0.233
```

Summary:
2S+1 = 1
E_HOMO = -11.58 eV
Gap between HOMO and LUMO = 3.921 eV
Energy = -1038.16323 a.u.
Total charge = +2

Record 3
Entry from the Open Molecules 2025 dataset: C23H15Cl64INO3PSi as an isolated structure in a non-equilibrium geometry (the ωB97M-V functional and the def2-TZVPD basis).

Structure (XYZ):
```
109
Properties=species:S:1:pos:R:3:mulliken_charge:R:1
C 0.170 1.191 1.058 -0.749
C -0.557 1.176 -0.262 -1.011
C 0.346 1.167 -1.471 -0.419
I 1.365 3.052 -1.539 0.037
Si 1.520 -0.329 -1.409 0.100
C 3.260 0.111 -0.979 -0.377
C 4.285 -1.017 -1.228 -0.787
C 5.198 -1.208 -0.042 -0.345
O 5.195 -2.505 0.465 -0.405
O 0.777 -1.424 -0.348 -0.400
C 1.518 -2.177 0.224 0.247
N 2.122 -2.942 0.688 -0.160
P 1.454 -1.339 -3.438 0.640
O 1.522 -2.766 -3.214 -0.638
H 0.070 0.238 1.503 0.239
H 1.202 1.421 0.974 -0.037
H -0.261 1.856 1.746 0.488
H -1.157 2.054 -0.316 0.429
H -1.221 0.357 -0.293 0.497
H -0.266 1.062 -2.331 0.720
H 3.521 0.890 -1.640 0.438
H 3.344 0.524 -0.006 0.165
H 4.902 -0.708 -2.026 0.244
H 3.804 -1.921 -1.518 0.732
H 6.204 -0.997 -0.319 0.361
H 4.949 -0.566 0.749 -0.041
H 5.222 -3.115 -0.266 0.257
H 2.532 -0.927 -4.247 -0.059
H 0.243 -0.979 -4.064 0.061
C 6.798 -0.980 3.560 0.239
Cl 6.843 -2.575 2.842 0.010
Cl 7.463 -1.024 5.205 -0.119
Cl 7.751 0.139 2.578 -0.119
Cl 5.125 -0.436 3.625 -0.033
C 3.232 3.473 2.733 0.218
Cl 2.915 2.078 3.760 -0.105
Cl 4.084 2.950 1.273 -0.075
Cl 1.691 4.207 2.295 -0.067
Cl 4.228 4.639 3.594 -0.021
C -2.644 5.298 -2.478 0.184
Cl -2.470 3.679 -3.160 -0.075
Cl -1.975 5.336 -0.846 -0.073
Cl -1.784 6.458 -3.489 -0.101
Cl -4.351 5.720 -2.405 0.013
C -8.104 5.376 -0.393 0.197
Cl -6.898 4.522 0.569 0.042
Cl -7.314 6.427 -1.572 -0.087
Cl -9.083 4.193 -1.247 -0.001
Cl -9.128 6.351 0.660 -0.118
C 3.830 3.133 -5.210 0.212
Cl 3.571 1.719 -4.179 -0.030
Cl 4.673 2.632 -6.668 -0.063
Cl 2.272 3.841 -5.630 -0.085
Cl 4.799 4.316 -4.336 -0.100
C -12.697 4.015 -3.711 0.324
Cl -12.887 2.558 -2.740 -0.107
Cl -11.822 3.616 -5.198 -0.112
Cl -14.283 4.660 -4.129 -0.099
Cl -11.785 5.208 -2.800 -0.040
C 6.510 -6.284 4.623 0.301
Cl 7.969 -7.219 4.955 -0.105
Cl 6.692 -4.658 5.254 0.023
Cl 6.247 -6.205 2.874 -0.106
Cl 5.125 -7.063 5.386 -0.108
C -6.156 3.174 4.467 0.341
Cl -7.619 2.771 3.573 -0.094
Cl -5.717 4.854 4.167 -0.095
Cl -6.426 2.932 6.190 -0.100
Cl -4.858 2.102 3.927 -0.060
C 0.800 -6.396 2.184 0.243
Cl 0.530 -4.775 2.819 -0.074
Cl -0.037 -7.574 3.203 -0.116
Cl 0.160 -6.476 0.543 -0.101
Cl 2.522 -6.787 2.164 0.055
C 4.409 6.120 7.353 0.336
Cl 2.714 5.960 6.894 -0.075
Cl 4.525 6.987 8.883 -0.110
Cl 5.125 4.519 7.525 -0.068
Cl 5.273 7.018 6.103 -0.101
C 2.890 -10.527 0.811 0.305
Cl 1.733 -9.842 -0.327 -0.079
Cl 4.144 -9.340 1.156 -0.042
Cl 2.061 -10.950 2.308 -0.091
Cl 3.622 -11.973 0.113 -0.112
C -4.777 -1.942 1.323 0.171
Cl -3.219 -2.695 0.981 -0.033
Cl -5.622 -1.628 -0.193 -0.058
Cl -5.739 -3.027 2.321 -0.103
Cl -4.540 -0.415 2.182 -0.003
C -7.639 1.616 -4.290 0.101
Cl -7.843 0.184 -3.280 -0.080
Cl -6.826 1.166 -5.791 -0.112
Cl -9.229 2.294 -4.672 0.113
Cl -6.659 2.807 -3.434 0.031
C 4.994 -3.353 9.145 0.276
Cl 3.293 -3.387 8.687 -0.094
Cl 5.172 -2.524 10.692 -0.108
Cl 5.598 -5.003 9.286 -0.088
Cl 5.915 -2.499 7.909 -0.001
C -11.155 -0.078 -8.030 0.298
Cl -10.773 -1.601 -7.229 -0.099
Cl -9.741 0.490 -8.918 -0.100
Cl -12.496 -0.320 -9.149 -0.103
Cl -11.603 1.123 -6.818 -0.001
C 7.491 -0.542 -7.346 0.313
Cl 7.355 -1.919 -8.437 -0.097
Cl 8.947 -0.707 -6.367 -0.099
Cl 7.581 0.948 -8.288 -0.108
Cl 6.079 -0.482 -6.294 -0.018
```

Summary:
2S+1 = 1
E_HOMO = -9.53 eV
Gap between HOMO and LUMO = 9.381 eV
Energy = -31546.45497 a.u.
Total charge = 0

Record 4
Entry from the Open Molecules 2025 dataset: C33H82CrLiN3O11 as an isolated structure in a non-equilibrium geometry (the ωB97M-V functional and the def2-TZVPD basis).

Structure (XYZ):
```
131
Properties=species:S:1:pos:R:3:mulliken_spin:R:1
Li -0.730 -2.679 0.777 0.008
Cr 0.928 -2.053 -1.873 3.901
C 2.091 0.899 0.806 0.022
C 0.887 -0.062 1.112 -0.011
C -0.388 0.809 1.544 -0.002
O 0.579 -1.054 0.151 -0.023
H 2.922 0.417 0.291 0.002
H 2.488 1.363 1.709 -0.003
H 1.820 1.710 0.131 -0.002
H 1.373 -0.578 1.940 0.005
H -0.055 1.516 2.303 0.000
H -1.243 0.252 1.927 0.001
H -0.851 1.440 0.785 0.000
C -2.742 -1.870 -1.118 0.009
C -2.244 -3.299 -1.557 0.000
C -2.938 -3.607 -2.935 -0.002
O -0.821 -3.409 -1.468 0.047
H -2.148 -1.409 -0.329 0.007
H -3.813 -1.909 -0.916 0.001
H -2.606 -1.227 -1.988 0.001
H -2.732 -3.975 -0.854 -0.001
H -2.839 -2.790 -3.650 0.000
H -3.985 -3.694 -2.642 0.000
H -2.569 -4.527 -3.389 0.000
C 4.623 -4.078 -1.200 -0.001
C 3.464 -3.698 -0.214 0.005
C 3.739 -2.403 0.592 -0.015
O 2.173 -3.666 -0.870 -0.009
H 4.685 -3.393 -2.045 0.001
H 4.674 -5.057 -1.677 0.000
H 5.566 -3.929 -0.675 0.000
H 3.453 -4.545 0.471 -0.002
H 3.485 -1.529 -0.008 0.028
H 4.752 -2.419 0.993 0.000
H 3.146 -2.219 1.488 0.003
C 4.173 3.146 5.792 0.000
O 4.240 3.287 4.411 0.000
C 4.606 2.082 3.761 0.000
C 5.115 2.521 2.411 0.000
N 5.740 1.471 1.654 0.000
C 5.884 1.978 0.263 0.000
C 6.623 1.078 -0.729 0.000
O 6.561 1.792 -1.984 0.000
C 6.779 1.025 -3.124 -0.001
H 3.922 4.130 6.190 0.000
H 5.146 2.857 6.188 0.000
H 3.388 2.479 6.148 0.000
H 3.828 1.344 3.565 0.000
H 5.378 1.573 4.339 0.000
H 5.697 3.442 2.408 0.000
H 4.206 2.838 1.900 0.000
H 6.484 0.983 2.131 0.000
H 6.346 2.962 0.346 0.000
H 4.856 2.189 -0.032 0.000
H 6.067 0.149 -0.857 0.000
H 7.635 0.935 -0.350 0.000
H 7.260 1.539 -3.956 0.000
H 5.803 0.639 -3.421 0.001
H 7.341 0.125 -2.873 0.000
C -8.962 6.720 -1.346 0.000
O -8.944 5.367 -1.883 0.000
C -8.683 4.387 -0.878 0.000
C -7.192 4.410 -0.402 0.000
N -6.170 4.383 -1.432 0.000
C -6.083 3.252 -2.332 0.000
C -6.069 1.836 -1.648 0.000
O -4.773 1.271 -1.471 0.000
C -4.131 1.849 -0.269 0.000
H -7.952 6.969 -1.020 0.000
H -9.515 6.969 -0.440 0.000
H -9.356 7.456 -2.047 0.000
H -8.817 3.454 -1.426 0.000
H -9.572 4.358 -0.248 0.000
H -6.972 3.706 0.401 0.000
H -6.974 5.341 0.121 0.000
H -6.095 5.282 -1.885 0.000
H -5.264 3.418 -3.032 0.000
H -6.884 3.336 -3.066 0.000
H -6.224 1.185 -2.507 0.000
H -6.837 1.566 -0.923 0.000
H -4.045 2.933 -0.343 0.000
H -3.102 1.492 -0.220 0.000
H -4.515 1.799 0.749 0.000
C 3.031 0.591 -2.495 0.019
O 2.503 -0.612 -2.851 0.024
C 3.123 -1.213 -3.990 0.007
C 2.733 -2.686 -4.263 0.026
N 1.429 -3.098 -3.763 0.044
C 0.383 -2.548 -4.616 -0.008
C -0.088 -1.025 -4.431 0.023
O -0.074 -0.778 -3.079 -0.105
C -0.578 0.532 -2.868 0.046
H 3.435 1.140 -3.346 0.007
H 3.840 0.409 -1.788 0.008
H 2.336 1.151 -1.868 -0.019
H 4.191 -1.195 -3.769 -0.008
H 3.029 -0.739 -4.967 -0.005
H 3.541 -3.245 -3.792 -0.009
H 2.832 -2.916 -5.323 0.004
H 1.358 -4.103 -3.826 0.003
H -0.496 -3.171 -4.780 -0.013
H 0.628 -2.626 -5.675 0.004
H -1.054 -0.955 -4.929 -0.003
H 0.572 -0.350 -4.976 -0.005
H -1.652 0.504 -3.050 0.006
H -0.173 1.311 -3.514 0.003
H -0.463 0.764 -1.809 -0.014
C 2.106 -2.502 5.913 0.000
C 1.691 -1.237 5.093 0.000
C 0.915 -0.264 5.919 0.000
O 2.883 -0.580 4.521 0.000
H 1.299 -2.902 6.528 0.000
H 2.964 -2.297 6.553 0.000
H 2.480 -3.290 5.259 0.000
H 1.110 -1.577 4.236 0.000
H 0.793 0.651 5.340 0.000
H 1.430 0.044 6.829 0.000
H -0.137 -0.456 6.131 0.000
H 2.416 -0.177 3.786 -0.001
C -4.405 -2.047 3.415 0.000
C -3.575 -3.053 2.722 0.000
C -4.349 -3.698 1.585 0.001
O -2.531 -2.345 2.049 -0.001
H -4.812 -1.341 2.691 0.000
H -3.774 -1.381 4.004 0.000
H -5.182 -2.334 4.124 0.000
H -3.231 -3.651 3.566 0.000
H -3.747 -4.469 1.104 0.000
H -4.598 -2.967 0.816 0.000
H -5.275 -4.213 1.842 0.000
H -2.947 -1.681 1.495 -0.001
```

Summary:
2S+1 = 5
E_HOMO (alpha / beta) = -6.04 / -6.67 eV
Gap between HOMO and LUMO (alpha / beta) = 6.359 / 6.979 eV
Energy = -3350.14577 a.u.
Total charge = 0